A:
{"formula": "C4H7N2OS", "method": "ωB97M-V/def2-TZVPD", "e_lumo_ev": -3.8, "homo_ev": -14.130, "smiles": "O=C1N[C@@H]2SC[NH2+][C@H]12", "total_charge": 1, "orbital_gap_ev": 10.4, "species": ["O", "C", "N", "C", "S", "C", "N", "C", "H", "H", "H", "H", "H", "H", "H"], "positions_angstrom": [[2.466, 1.424, 0.379], [1.373, 1.174, 0.011], [0.318, 1.927, -0.265], [-0.513, 0.914, -0.804], [-2.041, 0.342, 0.116], [-1.308, -1.357, 0.395], [0.189, -1.098, 0.669], [0.678, -0.143, -0.436], [0.255, 2.955, -0.186], [-0.841, 1.035, -1.803], [-1.369, -2.133, -0.511], [-1.609, -1.934, 1.361], [0.247, -0.639, 1.538], [0.876, -1.933, 0.775], [1.279, -0.535, -1.239]], "mulliken_charge": [-0.5135, 0.2232, -0.0225, -0.2152, -0.0835, -0.4621, -0.2772, -0.1894, 0.2323, 0.4009, 0.3281, 0.4017, 0.3783, 0.4062, 0.3926]}

---

B:
{"formula": "C4H7N2OS", "method": "ωB97M-V/def2-TZVPD", "e_lumo_ev": -4.7, "homo_ev": -12.422, "total_charge": 1, "orbital_gap_ev": 7.7, "species": ["C", "C", "C", "C", "N", "N", "O", "S", "H", "H", "H", "H", "H", "H", "H"], "positions_angstrom": [[0.408, 0.862, 1.024], [0.560, -0.988, -1.205], [0.147, 1.315, -0.293], [-1.458, -0.623, 1.104], [-0.875, 0.402, 1.676], [0.991, 0.486, -1.134], [1.437, 0.577, 1.568], [-1.081, -1.447, -0.385], [0.190, -1.468, -2.134], [1.250, -1.560, -0.640], [-0.947, 1.418, -0.484], [-2.461, -1.069, 1.442], [-1.279, 0.917, 2.486], [1.955, 0.560, -0.882], [1.162, 0.617, -2.144]], "mulliken_charge": [0.4179, -0.5492, -0.8510, 0.0694, -0.0648, -0.1552, -0.5189, 0.0576, 0.4018, 0.3938, 0.4098, 0.3503, 0.2932, 0.3730, 0.3723]}

---

C:
{"formula": "C4H7N2OS", "method": "ωB97M-V/def2-TZVPD", "e_lumo_ev": [-4.5, -4.5], "homo_ev": [-11.884, -11.882], "total_charge": 1, "orbital_gap_ev": [7.4, 7.4], "species": ["C", "C", "C", "C", "N", "N", "O", "S", "H", "H", "H", "H", "H", "H", "H"], "positions_angstrom": [[0.549, -0.371, -0.004], [2.039, 1.176, 0.286], [1.293, 1.462, -0.832], [-0.539, -1.356, 0.223], [1.565, -0.018, 0.789], [-2.632, 0.777, 0.570], [0.472, 0.453, -0.958], [-3.623, 0.349, -0.529], [2.924, 1.671, 0.717], [1.391, 2.302, -1.425], [-0.110, -2.345, 0.673], [-1.104, -1.519, -0.665], [-1.277, -0.957, 0.947], [1.951, -0.410, 1.659], [-2.751, 0.266, 1.448]], "mulliken_charge": [0.7058, -0.2327, -0.2429, -1.0614, -0.0006, -0.3689, -0.1834, 0.1016, 0.3602, 0.4566, 0.3701, 0.3361, 0.1877, 0.2641, 0.3075]}

---

Stability, lowest: B

---

A:
{"formula": "C20H24N2O5S", "method": "ωB97M-V/def2-TZVPD", "e_lumo_ev": 0.3, "homo_ev": -8.404, "smiles": "CCOc1ccccc1NC(=O)c1cc(S(=O)(=O)N2CCOCC2)ccc1C", "total_charge": 0, "orbital_gap_ev": 8.7, "species": ["C", "C", "O", "C", "C", "C", "C", "C", "C", "N", "C", "O", "C", "C", "C", "S", "O", "O", "N", "C", "C", "O", "C", "C", "C", "C", "C", "C", "H", "H", "H", "H", "H", "H", "H", "H", "H", "H", "H", "H", "H", "H", "H", "H", "H", "H", "H", "H", "H", "H", "H", "H"], "positions_angstrom": [[1.158, 2.701, -1.888], [1.321, 2.907, -0.386], [1.736, 1.723, 0.273], [3.021, 1.262, 0.080], [4.134, 2.057, -0.128], [5.387, 1.477, -0.263], [5.535, 0.105, -0.196], [4.431, -0.706, 0.007], [3.175, -0.137, 0.143], [1.998, -0.869, 0.309], [1.748, -2.172, 0.013], [2.599, -3.015, -0.177], [0.272, -2.441, -0.078], [-0.534, -1.477, -0.673], [-1.889, -1.685, -0.810], [-2.825, -0.312, -1.458], [-2.032, 0.384, -2.429], [-4.150, -0.730, -1.816], [-2.848, 0.656, -0.073], [-2.959, 2.080, -0.330], [-2.739, 2.817, 0.991], [-3.681, 2.411, 1.956], [-3.603, 1.027, 2.193], [-3.822, 0.223, 0.908], [-2.474, -2.861, -0.385], [-1.671, -3.834, 0.186], [-0.302, -3.645, 0.354], [0.532, -4.705, 0.995], [2.101, 2.379, -2.327], [0.856, 3.634, -2.354], [0.400, 1.948, -2.094], [0.357, 3.148, 0.071], [2.013, 3.731, -0.181], [4.040, 3.131, -0.187], [6.246, 2.110, -0.424], [6.512, -0.341, -0.305], [4.527, -1.778, 0.044], [1.201, -0.263, 0.463], [-0.135, -0.560, -1.077], [-2.202, 2.342, -1.068], [-3.954, 2.329, -0.727], [-2.875, 3.891, 0.864], [-1.721, 2.610, 1.358], [-4.377, 0.797, 2.927], [-2.615, 0.774, 2.607], [-3.669, -0.841, 1.093], [-4.844, 0.379, 0.534], [-3.535, -3.005, -0.521], [-2.116, -4.763, 0.514], [1.341, -4.992, 0.327], [0.994, -4.325, 1.906], [-0.066, -5.578, 1.238]], "mulliken_charge": [-1.1081, -0.1519, -0.4402, 0.8525, -0.5476, -0.6418, -0.7816, -0.4461, 0.1394, -0.1407, 0.4030, -0.6530, 0.6055, -1.2829, -0.3658, 1.3214, -0.6853, -0.7544, 0.2968, -0.6430, -0.5162, -0.4219, -0.7374, -0.3488, -0.4857, -0.8763, 0.8421, -1.4826, 0.3852, 0.4384, 0.2033, 0.1626, 0.3113, 0.2939, 0.3961, 0.3884, 0.5073, 0.2150, 1.1340, 0.4321, 0.2827, 0.3782, 0.2847, 0.3543, 0.3278, 0.3063, 0.2834, 0.5557, 0.3632, 0.3286, 0.3136, 0.4047]}

---

B:
{"formula": "C20H24N2O5S", "method": "ωB97M-V/def2-TZVPD", "e_lumo_ev": 0.6, "homo_ev": -8.274, "smiles": "CCC(=O)N1CCc2cc(S(=O)(=O)N(C)c3ccc(OC)cc3OC)ccc21", "total_charge": 0, "orbital_gap_ev": 8.8, "species": ["C", "C", "C", "O", "N", "C", "C", "C", "C", "C", "S", "O", "O", "N", "C", "C", "C", "C", "C", "O", "C", "C", "C", "O", "C", "C", "C", "C", "H", "H", "H", "H", "H", "H", "H", "H", "H", "H", "H", "H", "H", "H", "H", "H", "H", "H", "H", "H", "H", "H", "H", "H"], "positions_angstrom": [[5.002, 4.766, -0.792], [4.915, 3.386, -1.446], [4.319, 2.393, -0.464], [5.022, 1.765, 0.298], [2.957, 2.281, -0.463], [2.058, 2.954, -1.401], [0.629, 2.584, -0.967], [0.851, 1.604, 0.144], [-0.073, 0.888, 0.869], [0.392, 0.034, 1.856], [-0.780, -1.012, 2.706], [-0.314, -1.308, 4.029], [-2.084, -0.428, 2.553], [-0.588, -2.397, 1.768], [-0.565, -3.681, 2.433], [-1.263, -2.266, 0.532], [-0.550, -1.853, -0.581], [-1.186, -1.588, -1.776], [-2.570, -1.723, -1.868], [-3.117, -1.417, -3.077], [-4.510, -1.534, -3.242], [-3.298, -2.145, -0.761], [-2.655, -2.421, 0.441], [-3.287, -2.857, 1.558], [-4.687, -2.734, 1.640], [1.741, -0.101, 2.122], [2.678, 0.623, 1.400], [2.220, 1.469, 0.401], [4.016, 5.145, -0.528], [5.473, 5.474, -1.470], [5.597, 4.706, 0.116], [5.925, 3.041, -1.671], [4.348, 3.435, -2.375], [2.217, 4.034, -1.371], [2.259, 2.601, -2.418], [0.058, 2.138, -1.782], [0.077, 3.455, -0.610], [-1.134, 0.970, 0.698], [0.099, -4.352, 1.885], [-1.558, -4.129, 2.512], [-0.170, -3.505, 3.431], [0.519, -1.735, -0.494], [-0.638, -1.267, -2.646], [-4.709, -1.242, -4.272], [-5.054, -0.865, -2.567], [-4.849, -2.563, -3.089], [-4.368, -2.251, -0.825], [-4.943, -2.994, 2.666], [-5.005, -1.708, 1.439], [-5.194, -3.424, 0.956], [2.045, -0.776, 2.905], [3.732, 0.530, 1.599]], "mulliken_charge": [-1.0753, -0.6463, 0.7085, -0.6466, 0.2224, -0.8137, -0.8664, 0.8877, -0.6104, 0.0896, 1.4752, -0.7868, -0.7023, 0.3407, -0.8503, -0.4757, -0.0082, -0.8733, 0.3908, -0.4643, -0.8427, -0.4935, 0.3940, -0.3842, -1.0354, -0.4622, -1.3924, 0.0803, 0.3033, 0.3377, 0.3114, 0.3658, 0.2768, 0.3069, 0.3819, 0.2740, 0.3421, 0.5112, 0.3038, 0.2862, 0.3359, 0.5223, 0.4831, 0.2427, 0.3278, 0.3329, 0.5178, 0.2817, 0.3892, 0.3338, 0.5211, 0.5510]}

---

Stability, lowest: B

---

A:
{"formula": "C3H6O5", "method": "ωB97M-V/def2-TZVPD", "e_lumo_ev": 0.6, "homo_ev": -10.191, "smiles": "O[C@@H]1[C@@H](O)OC1(O)O", "total_charge": 0, "orbital_gap_ev": 10.8, "species": ["O", "C", "C", "O", "O", "C", "O", "O", "H", "H", "H", "H", "H", "H"], "positions_angstrom": [[0.489, 0.412, -1.845], [-0.137, 0.537, -0.615], [0.885, 0.636, 0.638], [0.566, 1.564, 1.597], [0.570, -0.700, 0.996], [-0.468, -0.842, 0.001], [-0.284, -1.922, -0.808], [-1.715, -0.863, 0.567], [0.984, 1.296, -1.642], [-0.952, 1.266, -0.570], [1.947, 0.753, 0.401], [-0.274, 1.314, 2.005], [0.324, -1.675, -1.522], [-1.932, -1.776, 0.796]], "mulliken_charge": [-0.5668, -0.0168, -0.1418, -0.5445, -0.4426, 0.6811, -0.5784, -0.5219, 0.4084, 0.2665, 0.4311, 0.3490, 0.3414, 0.3354]}

---

B:
{"formula": "C3H6O5", "method": "ωB97M-V/def2-TZVPD", "e_lumo_ev": 0.4, "homo_ev": -10.711, "smiles": "O=C(O)CC(=O)O.O", "total_charge": 0, "orbital_gap_ev": 11.1, "species": ["O", "C", "O", "C", "C", "O", "O", "H", "H", "H", "H", "O", "H", "H"], "positions_angstrom": [[-1.295, -1.813, -0.134], [-1.150, -0.621, 0.028], [0.000, 0.000, 0.000], [-2.161, 0.451, 0.187], [-3.492, -0.102, -0.248], [-4.526, 0.101, 0.411], [-3.491, -0.553, -1.541], [0.748, -0.635, -0.173], [-2.246, 0.704, 1.262], [-1.984, 1.393, -0.367], [-4.441, -0.447, -1.819], [-1.499, 0.377, -4.310], [-0.707, 0.435, -4.892], [-1.382, -0.465, -3.816]], "mulliken_charge": [-0.5662, 0.4894, -0.4368, -0.1531, 0.4328, -0.5765, -0.4006, 0.3612, 0.2468, 0.2777, 0.3246, -0.6295, 0.3115, 0.3185]}

---

Stability, lowest: A

---

A:
{"formula": "FH3N2", "method": "ωB97M-V/def2-TZVPD", "e_lumo_ev": 1.3, "homo_ev": -10.171, "smiles": "NNF", "total_charge": 0, "orbital_gap_ev": 11.4, "species": ["N", "N", "F", "H", "H", "H"], "positions_angstrom": [[-0.820, -0.033, -0.183], [0.391, 0.687, -0.016], [1.525, -0.242, -0.173], [-0.548, -0.586, -1.046], [-1.108, -0.675, 0.478], [0.560, 0.849, 0.939]], "mulliken_charge": [-0.3842, -0.0958, -0.2721, 0.2829, 0.2243, 0.2451]}

---

B:
{"formula": "FH3N2", "method": "ωB97M-V/def2-TZVPD", "e_lumo_ev": 0.8, "homo_ev": -10.227, "total_charge": 0, "orbital_gap_ev": 11.0, "species": ["N", "N", "F", "H", "H", "H"], "positions_angstrom": [[-0.677, 0.427, 0.276], [0.532, 0.415, -0.280], [0.836, -0.916, -0.944], [-1.273, 0.138, -0.562], [-0.934, -0.351, 0.853], [1.516, 0.287, 0.658]], "mulliken_charge": [-0.3891, -0.1276, -0.3031, 0.2865, 0.2473, 0.2860]}

---

Stability, lowest: B

---

A:
{"formula": "C3H4BrNO", "method": "ωB97M-V/def2-TZVPD", "e_lumo_ev": 0.8, "homo_ev": -9.701, "smiles": "c1cocn1.Br", "total_charge": 0, "orbital_gap_ev": 10.5, "species": ["C", "C", "O", "C", "N", "H", "H", "H", "Br", "H"], "positions_angstrom": [[-0.714, -0.880, -0.033], [-1.291, -0.100, 0.974], [-0.878, 1.137, 0.855], [-0.008, 1.139, -0.196], [0.051, -0.028, -0.756], [-0.857, -1.935, -0.275], [-2.094, -0.121, 1.681], [0.599, 2.157, -0.344], [2.768, 0.235, -2.276], [1.313, -0.027, -2.118]], "mulliken_charge": [-0.5537, 0.0208, -0.3108, 0.0969, -0.3096, 0.3481, 0.3809, 0.2899, -0.3356, 0.3730]}

---

B:
{"formula": "C3H4BrNO", "method": "ωB97M-V/def2-TZVPD", "e_lumo_ev": [0.3, 0.3], "homo_ev": [-8.389, -8.387], "total_charge": 0, "orbital_gap_ev": [8.7, 8.7], "species": ["C", "C", "C", "N", "O", "Br", "H", "H", "H", "H"], "positions_angstrom": [[0.107, -0.017, 1.299], [-0.089, 1.104, 1.923], [-0.306, -0.043, -0.180], [-0.406, 1.331, -0.608], [-0.893, 2.093, 0.354], [0.027, 1.925, 3.519], [0.493, -0.934, 1.711], [0.415, -0.574, -0.798], [-1.290, -0.522, -0.238], [0.491, 1.690, -0.953]], "mulliken_charge": [-0.1238, -0.0874, -0.4320, -0.1241, -0.4063, -0.0345, 0.3972, 0.3548, 0.2099, 0.2463]}

---

C:
{"formula": "C3H4BrNO", "method": "ωB97M-V/def2-TZVPD", "e_lumo_ev": 0.2, "homo_ev": -10.523, "total_charge": 0, "orbital_gap_ev": 10.7, "species": ["C", "C", "C", "N", "O", "Br", "H", "H", "H", "H"], "positions_angstrom": [[-1.536, -1.951, -0.198], [0.549, 0.256, -0.344], [-1.251, -0.888, 0.679], [-1.773, -2.921, -0.738], [-0.107, -0.293, 0.797], [-2.602, 0.508, 0.068], [0.489, 1.335, -0.297], [0.163, -0.056, -1.334], [1.587, 0.135, -0.386], [-1.834, -1.368, 1.926]], "mulliken_charge": [0.1684, -0.7189, 0.0713, -0.3382, -0.3379, -0.1539, 0.3273, 0.3218, 0.3099, 0.3501]}

---

Stability, lowest: B